2 unconnected molecules or ions with the total composition ClHNO2P at a distorted geometry. Source: the OMol25 dataset; level of theory: wB97M-V/def2-TZVPD.

Positions of all 6 atoms, in Å:
N  0.3434  0.3255  -0.6422
O  -0.5667  1.0998  -0.4829
O  1.7751  1.3364  0.3778
P  3.1806  1.2126  0.1069
Cl  3.2393  -0.7007  -0.4229
H  0.1362  -0.6545  -0.3469

Properties
**Spin multiplicity**: 3
**Charge**: 0
**Kohn-Sham gap (spin up / spin down)**: 0.2468 / 0.3519 Eh